Below is 6 unconnected molecules or ions with the total composition C34H59BF5N3O13, with properties calculated with ωB97M-V/def2-TZVPD.

HOMO-LUMO gap = 0.2983 Ha
LUMO level = -0.016 eV
largest force on an atom = 1.4 eV Å⁻¹
energy above the lowest of the compared OMol25 structures with the same formula, charge and spin = 0.000 eV
total charge = 0
HOMO level = -8.13 eV

Atoms and positions in Å:
F -3.0099 0.4042 -1.3751
F -4.8543 -1.2848 -0.9069
F -2.2401 -0.7107 -3.0948
F -3.8475 -2.9258 -1.8842
F -4.6941 -1.3300 -3.0591
O 6.2584 -0.5770 -2.9486
O -10.5593 1.9510 -5.8284
O 4.5324 -2.7481 7.6662
O 1.2638 -2.5860 -1.4618
O 4.7216 0.3256 -1.6892
O 2.7719 0.4979 0.1810
O -1.4088 2.5143 0.8437
O 0.8602 -2.9661 -3.5786
O 3.2636 1.3083 4.8919
O -9.4840 1.3551 -4.0131
O 3.4247 2.4373 2.9491
O 4.3892 -3.9891 5.8636
O -1.5859 3.1762 -1.2305
N 3.6655 -1.0433 1.8476
N -0.7941 1.0015 3.8289
N -0.8663 0.1327 2.8407
C -3.2876 0.0135 3.5679
C 4.5617 -2.8942 6.3265
C -0.0463 -1.2477 0.9542
C -1.8395 4.1827 -2.2157
C -0.6843 -0.5853 -0.3117
C 1.3644 -2.1966 -2.5978
C -9.3892 -0.1049 -6.0059
C 4.8873 -1.5233 8.3155
C -2.7142 -0.8330 -1.8245
C 6.9453 0.8254 -1.0339
C -4.4667 -0.9881 3.4086
C 5.8995 0.1984 -1.9194
C 0.3918 1.5035 4.0960
C 1.5360 1.1596 3.3680
C -1.3984 4.8675 0.5597
C -2.2186 -0.4279 2.5812
C -4.0538 -1.6069 -1.9255
C 3.7281 -0.5497 8.3745
C -1.7020 -1.5353 -0.9374
C 0.7682 -2.5272 -4.9370
C -8.8118 0.3730 -3.2203
C -0.5670 4.8715 -2.6621
C -7.3163 0.3699 -3.4584
C 2.0779 -0.9138 -2.9342
C 0.1540 -0.2621 2.0524
C 7.6101 -0.6788 -3.4157
C 4.7247 -1.6720 5.4578
C -9.8758 1.1316 -5.2833
C -3.7913 1.4119 3.2108
C 2.0590 -2.7554 -5.6952
C 2.8829 1.7034 3.7812
C 1.4300 0.2844 2.3010
C -1.4886 3.4405 0.0802
C 8.4031 -1.7042 -2.6338
B 2.6812 -0.0943 1.4028
H -1.8800 4.9290 1.5323
H 7.5215 -0.9907 -4.4545
H 3.9083 -1.6565 1.0761
H 0.1450 4.1369 -3.0377
H -2.5337 -0.0852 1.5991
H 9.4057 -1.8027 -3.0492
H -2.2846 3.6462 -3.0518
H -6.8311 -0.3416 -2.7986
H 3.7386 -1.3136 5.1642
H 7.9090 -2.6745 -2.6775
H 2.8764 -1.0133 8.8733
H -7.0730 0.1072 -4.4882
H -4.4088 1.8269 4.0018
H -0.3460 5.1253 0.6733
H 3.1487 -1.0993 -2.9924
H -2.9606 -0.0587 4.5976
H 8.4926 -1.4293 -1.5831
H 0.1328 -0.4371 -1.0046
H 2.3387 -3.8079 -5.6505
H -4.4207 -1.4584 2.4274
H 2.8812 -2.1789 -5.2709
H -0.0859 5.4020 -1.8407
H -10.1698 -0.4224 -6.6921
H 0.4393 -1.4882 -4.9830
H -0.0282 -3.1294 -5.3708
H -2.2541 -2.0990 -0.1890
H -4.4319 1.3236 2.3312
H -1.1266 0.3628 -0.0325
H 5.2760 -1.9546 4.5643
H -9.0208 0.6559 -2.1900
H -2.9914 2.0921 2.9354
H 5.7689 -1.0828 7.8483
H 4.0133 0.3459 8.9265
H 1.7444 -0.4469 -3.8587
H -2.5906 4.8882 -1.8582
H -9.1571 -0.9440 -5.3549
H -1.1928 -2.2640 -1.5633
H 1.9407 -2.4681 -6.7401
H 3.4032 -0.2456 7.3792
H 5.2652 -0.8546 5.9254
H 7.8969 1.0069 -1.5263
H -0.7829 5.5883 -3.4544
H -2.1515 -1.5097 2.6065
H 3.2946 -1.6238 2.5896
H 0.4777 2.1819 4.9286
H 8.0872 0.3015 -3.4199
H 3.6869 0.4038 -0.1480
H -8.5018 0.1568 -6.5804
H -1.8768 5.5908 -0.0956
H -9.2560 -0.6121 -3.3714
H -0.6755 -2.0741 1.2689
H 1.9054 -0.2073 -2.1268
H 5.1786 -1.8182 9.3225
H 6.5629 1.7799 -0.6809
H -4.3474 -1.7949 4.1291
H -5.4236 -0.4996 3.5370
H 7.1039 0.1758 -0.1736
H -6.9066 1.3623 -3.2686
H 0.9056 -1.6829 0.6713

Below is a molecular structure, C17H20N6O8Sn, with properties calculated with ωB97M-V/def2-TZVPD.

HOMO-LUMO gap = 0.3146 Ha
LUMO level = -0.541 eV
largest force on an atom = 0.3 eV Å⁻¹
energy above the lowest of the compared OMol25 structures with the same formula, charge and spin = 0.481 eV
total charge = 0
HOMO level = -9.10 eV

Atoms and positions in Å:
Sn 0.2304 0.2603 -3.4273
O 0.4229 -7.0817 -1.6491
O -3.8877 -2.2016 -2.5889
O -1.1455 -1.2808 -3.3402
O 1.6612 -1.1366 -2.9973
O 2.4648 -2.7490 -1.7056
O 0.8871 3.7249 0.9860
O -3.6969 -2.9457 -4.6028
O -1.6600 -7.3312 -2.1229
N -3.3057 -2.8033 -3.4683
N -0.2208 3.4125 -2.1794
N 1.6272 2.4717 2.7180
N -0.1887 0.3150 -1.0980
N -1.5659 2.9874 -2.4260
N -0.6497 -6.6622 -2.0266
C 0.2977 -3.0807 -2.5703
C 0.2500 1.4730 0.9380
C -1.9707 -4.7455 -2.7992
C 1.5657 -2.2873 -2.3681
C 0.9623 2.6433 1.5577
C -1.1785 -0.3575 -0.4993
C -0.7464 -5.2414 -2.3745
C -0.7632 0.7621 1.5628
C -2.0180 -3.4132 -3.1018
C 2.2349 3.6624 3.3189
C 0.3609 -4.4320 -2.2461
C 1.9466 1.1774 3.3110
C 0.5077 1.2104 -0.3988
C 1.2224 4.5342 4.0439
C -0.9182 -2.5387 -3.0301
C 1.3305 0.9855 4.6874
C -1.4870 -0.1686 0.8338
H 1.2949 -4.8352 -1.8833
H 1.6257 0.3906 2.6315
H 0.7315 3.9837 4.8473
H 0.2429 1.0646 4.6499
H -2.8383 -5.3848 -2.8707
H 0.4641 4.8892 3.3479
H 0.0816 3.9613 -2.9731
H 1.6945 1.7336 5.3926
H 1.7179 5.4027 4.4791
H -0.1370 3.9710 -1.3329
H -1.8091 2.3138 -1.7088
H 3.0354 1.0985 3.3768
H 1.2730 1.7624 -0.9266
H 3.0084 3.3132 4.0036
H -1.7412 -1.0409 -1.1216
H -2.2257 3.7561 -2.3385
H -1.0041 0.9510 2.6017
H 2.7214 4.2324 2.5272
H -2.2958 -0.7294 1.2795
H 1.5906 0.0031 5.0816

Below is a single C10H18N2 molecule, with properties calculated with ωB97M-V/def2-TZVPD.

HOMO-LUMO gap = 0.3344 Ha
LUMO level = 0.807 eV
largest force on an atom = 7.2 eV Å⁻¹
SMILES = CC(C)(C#N)NC1CCCCC1
energy above the lowest of the compared OMol25 structures with the same formula, charge and spin = 1.807 eV
total charge = 0
HOMO level = -8.29 eV

Atoms and positions in Å:
N 3.0067 -1.2867 2.4560
N 0.6624 -0.4656 0.2017
C 2.1710 -1.9080 -1.0169
C 1.5255 -1.6091 0.3241
C -0.1500 1.2104 1.8907
C 0.1957 3.1960 -0.2634
C 0.4434 -2.6741 0.7481
C -0.3925 2.6725 2.1987
C -0.6833 3.5202 0.8997
C 0.6367 0.9360 0.6025
C 2.4378 -1.3387 1.3974
C 0.0117 1.6813 -0.6057
H 0.4810 1.6103 -1.5616
H 2.7498 -2.8671 -1.0091
H -1.1019 0.7237 1.8855
H -0.1902 -0.7619 -0.1134
H 0.4478 0.7609 2.7433
H -1.1157 2.8457 3.0108
H 2.9186 -1.1117 -1.2455
H -1.0324 1.3844 -0.7679
H 1.6793 1.2469 0.5734
H -0.1172 -2.9345 -0.1269
H -0.0555 3.7267 -1.1263
H -0.2845 -2.4411 1.4912
H 1.2080 3.5144 0.0651
H 0.9391 -3.5667 0.9889
H -0.3855 4.5801 1.1580
H 0.5590 3.1026 2.5605
H 1.4604 -1.9343 -1.8897
H -1.7067 3.4335 0.5729

Below is 10 unconnected molecules or ions with the total composition C18H56N4O10, with properties calculated with ωB97M-V/def2-TZVPD.

HOMO-LUMO gap = 0.3439 Ha
LUMO level = 0.407 eV
largest force on an atom = 15.6 eV Å⁻¹
SMILES = NC(N)=O.NC(N)=O.CC(C)O.CC(C)O.CC(C)O.CC(C)O.CO.CO.CO.CO
energy above the lowest of the compared OMol25 structures with the same formula, charge and spin = 8.874 eV
total charge = 0
HOMO level = -8.95 eV

Atoms and positions in Å:
O 0.1886 0.8770 -0.4381
O -1.5504 0.7880 4.2799
O 1.1916 -2.5070 -2.3141
O 3.0176 -2.4760 1.8569
O -2.6034 2.9920 0.6509
O -0.7544 -1.7260 -4.6131
O 3.6906 1.2770 -3.9971
O -2.4064 0.3110 -0.0491
O -2.4374 2.2450 -2.1381
O -0.9114 -3.1840 5.4789
N 2.2176 -0.0120 -2.6381
N 2.9136 -0.9620 -4.3331
N -2.2624 0.0310 -3.9821
N -0.2964 0.2400 -3.2981
C 0.6966 -1.6670 4.7759
C 1.0796 0.7890 0.3329
C 3.5736 -1.2050 2.1279
C -1.5404 3.7940 1.0549
C -0.4944 3.4920 -2.4231
C 0.6206 0.7780 1.7349
C -2.6524 -0.2430 1.1839
C -2.2554 3.4230 -4.1911
C 2.9586 0.1560 -3.6631
C -1.1134 -0.5050 -3.9871
C -1.9614 3.2390 -2.7251
C 2.1196 1.8850 0.1349
C 0.3166 -3.1420 -1.7251
C -0.4864 1.6940 4.6709
C 0.1216 -2.5870 -0.3121
C -0.1884 -2.8860 4.4919
C -0.9804 -2.5340 3.2469
C 0.7256 -4.5980 -1.7091
H -2.3724 2.3770 -1.2231
H 1.2076 -1.3420 3.9059
H -0.8534 -2.9130 0.1689
H 1.7806 -4.7660 -1.6571
H -1.8214 0.3630 5.1259
H 0.1316 -0.8200 5.0519
H -1.7284 4.7710 0.6249
H -2.2074 1.0430 -3.8441
H -0.5794 3.3930 0.6699
H -2.4904 4.1020 -2.2651
H 2.4206 -1.7640 -4.0291
H 3.3536 -0.7540 3.0949
H 0.2426 2.9610 -2.9711
H 0.9636 -2.8330 0.4259
H 3.1726 -0.2920 1.5229
H 1.5316 0.8380 2.4149
H 1.5716 -0.1430 -0.0071
H -2.9344 -0.5290 -4.5601
H 0.2616 -5.0770 -0.8431
H 1.4196 -1.7060 5.6019
H -2.0374 -1.1670 1.2779
H -0.4894 -3.9780 5.8579
H -0.6904 1.9480 5.7519
H 2.7246 2.1410 0.9809
H -1.8024 2.5840 -4.7281
H 0.4706 1.3110 4.4439
H -3.3094 3.3570 -4.3811
H 0.1106 -1.5460 -0.3351
H 0.4476 -5.2200 -2.5561
H -1.8674 4.3500 -4.5751
H -2.4184 0.5410 1.9269
H 3.4066 -1.0870 -5.2091
H 0.7656 0.0080 -3.3101
H 2.0516 0.7350 -1.9971
H 0.0786 -0.1380 1.9749
H 2.8986 1.6560 -0.6091
H -1.3764 3.8830 2.1219
H -2.4894 2.1050 1.0099
H -1.6564 -1.6890 3.4999
H 1.8136 -0.8950 -2.3891
H -0.5704 0.4660 -0.0601
H -0.2984 3.4260 -1.3341
H -0.5934 2.6590 4.0779
H -0.3434 -2.2870 2.4289
H 0.0476 1.6720 1.8729
H 3.1006 -2.6270 0.9369
H 1.6176 2.8290 -0.2721
H -3.7204 -0.6060 1.1939
H 0.4266 -3.7690 4.2869
H 1.1986 -2.8930 -3.2171
H -0.3844 4.5550 -2.5461
H -1.5664 -3.4100 2.8059
H -2.5984 -0.3470 -0.6681
H -0.6504 0.8800 -2.5551
H -0.5574 -3.0520 -2.3611
H 4.6516 -1.0820 1.9639

Below is a molecular structure, C37H38ClMnN10O8PS3, with properties calculated with ωB97M-V/def2-TZVPD.

HOMO-LUMO gap (spin up / spin down) = 0.1324 / 0.2554 Ha
LUMO level (spin up / spin down) = 1.554 / 1.456 eV
largest force on an atom = 1.8 eV Å⁻¹
spin multiplicity = 5
energy above the lowest of the compared OMol25 structures with the same formula, charge and spin = 0.000 eV
total charge = -1
HOMO level (spin up / spin down) = -2.05 / -5.49 eV
⟨S²⟩ = 6.06

Atoms and positions in Å:
Mn 1.0423 -0.9301 0.7672
Cl 1.4431 1.9298 5.8926
S 5.0144 -0.9942 -0.2508
S 0.1390 -4.1960 0.5603
S 2.1772 1.0803 -0.1100
P 4.1212 0.7044 -0.6278
O -3.2704 1.3199 -2.8884
O 4.9117 1.9745 0.0056
O 3.4330 -2.1687 5.8440
O 3.0422 -0.2788 6.9157
O 4.2748 1.0437 -2.1839
O 2.9494 -3.2090 3.5613
O -0.9735 -4.7952 -0.2091
O 2.1295 -2.4684 1.6334
N -2.8516 -1.5521 2.7209
N -4.1311 3.3375 -3.1732
N -1.1558 -1.3650 1.2971
N -3.3009 -1.0954 1.5534
N 1.0028 -1.6870 -1.1323
N 1.1443 -0.2731 2.7367
N 0.5949 -2.0163 -3.2471
N 0.7891 0.7991 3.5019
N 1.9094 -2.1899 -3.0957
N -3.3426 3.0867 -4.2148
C -1.3386 1.7091 -6.0330
C 2.1835 -0.4585 4.7344
C 0.0548 -1.7252 -2.0586
C -4.7032 -0.8018 1.3719
C -0.0801 -4.7986 2.2865
C -4.6908 2.0754 -1.1027
C 6.2193 1.6413 2.0250
C -1.5907 2.5333 1.2916
C 2.4123 1.5977 -3.6190
C -5.3552 3.0767 -0.3778
C -5.5452 1.5858 1.5098
C -4.9374 0.5668 0.7823
C 1.4441 0.7183 4.7039
C -4.0935 2.2938 -2.3777
C -5.7788 2.8187 0.9053
C -2.3190 3.2980 2.1880
C -2.8210 1.8946 -4.0495
C 2.9346 -0.9564 5.9191
C 2.4131 -2.3343 2.8554
C -0.4608 -0.7704 -5.0837
C -0.3926 0.9896 -6.7255
C 1.9683 -1.0433 3.4693
C -0.0109 -2.1141 -4.5542
C -2.2765 -0.9912 0.7021
C 0.0627 -0.2407 -6.2598
C -1.8663 1.1912 -4.8421
C 3.5791 2.1263 -2.7984
C -1.4220 -0.0615 -4.3955
C -0.5587 1.7347 1.7341
C -4.5474 0.8074 -0.5185
C -2.0021 3.2371 3.5353
C -0.9895 2.4176 3.9966
C 4.9100 2.1181 1.4182
C 2.1318 -1.9929 -1.8244
C 1.6128 -5.2433 0.2254
C -1.5654 -1.7072 2.5434
C -0.2303 1.6680 3.0925
H -1.8153 2.5686 0.2368
H 0.7265 -4.3752 2.8736
H -2.3480 -0.6404 -0.3048
H 6.3978 0.6031 1.7488
H -6.2837 3.5897 1.4672
H -0.0554 -5.8822 2.3182
H -1.0449 -4.4486 2.6406
H -5.1607 -0.8944 2.3582
H 2.4052 -4.8528 0.8530
H 0.8095 -0.7856 -6.8164
H 3.2828 -2.6380 4.9457
H -4.1353 0.0137 -1.1221
H -1.8547 -0.4671 -3.4955
H -5.8508 1.4182 2.5311
H 3.2281 2.8315 -2.0368
H -5.1341 -1.5600 0.7094
H -0.8042 2.3602 5.0538
H 6.1591 1.7221 3.1085
H 1.9118 2.4164 -4.1292
H -0.8660 -2.7969 -4.4974
H 4.3099 2.6283 -3.4418
H 4.7511 3.1843 1.6147
H 2.7741 0.8801 -4.3520
H 1.6939 1.1054 -2.9662
H -0.9151 -2.0805 3.3096
H -1.6959 2.6617 -6.3894
H -5.5190 4.0344 -0.8418
H 0.0115 1.3866 -7.6447
H -2.5618 3.8282 4.2461
H 0.0130 1.1616 1.0037
H 3.1081 -2.0683 -1.3799
H 1.8789 -5.1293 -0.8211
H 0.7520 -2.5435 -5.2064
H 4.0667 1.5572 1.8438
H -0.9904 -1.5870 -1.8801
H 1.3965 -6.2845 0.4429
H -3.1282 3.9182 1.8381
H 7.0441 2.2484 1.6550

Below is a molecular structure, C6H20Ag2O10P2, with properties calculated with ωB97M-V/def2-TZVPD.

HOMO-LUMO gap (spin up / spin down) = 0.3386 / 0.1844 Ha
LUMO level (spin up / spin down) = -7.419 / -11.607 eV
largest force on an atom = 4.4 eV Å⁻¹
spin multiplicity = 3
total charge = +2
HOMO level (spin up / spin down) = -16.63 / -16.62 eV
⟨S²⟩ = 2.02

Atoms and positions in Å:
Ag 29.5577 -16.3881 14.8436
Ag 27.5668 -15.9338 17.7396
P 27.9142 -15.0395 11.9009
P 24.1151 -14.9035 17.1863
O 22.8606 -15.7320 17.7052
O 27.8417 -15.9471 10.5680
O 24.0035 -14.9004 15.5793
O 23.6755 -13.3790 17.6174
O 29.0155 -15.3296 12.9173
O 25.4100 -15.3785 17.7559
O 27.4709 -15.8767 15.5537
O 27.9315 -13.4789 11.3898
O 29.5731 -16.5633 17.0669
O 26.4948 -15.1852 12.5837
C 25.7580 -16.4527 12.6516
C 22.8380 -17.1024 17.3138
C 29.1232 -16.3975 10.1193
C 24.6461 -12.3469 17.6212
C 27.0589 -13.1356 10.3166
C 23.2049 -14.0558 14.7912
H 22.8657 -17.7018 18.2238
H 24.4116 -11.5551 16.9098
H 26.6602 -13.9096 9.6608
H 25.6074 -12.7984 17.3758
H 24.6504 -11.8700 18.6013
H 25.6750 -17.0715 11.7581
H 23.7021 -17.4232 16.7319
H 23.8115 -13.4536 14.1148
H 26.2255 -12.5815 10.7485
H 29.2462 -16.2238 9.0502
H 26.1773 -17.0933 13.4274
H 29.0929 -17.4594 10.3631
H 24.7700 -16.0531 12.8802
H 22.0238 -17.1937 16.5949
H 22.6782 -13.2752 15.3403
H 30.1289 -17.2981 17.3919
H 27.6917 -12.4211 9.7900
H 22.4431 -14.5772 14.2116
H 30.0743 -15.9812 10.4513
H 26.6774 -15.5570 15.0819

Below is 2 unconnected molecules or ions with the total composition C3H9N3O, with properties calculated with ωB97M-V/def2-TZVPD.

HOMO-LUMO gap (spin up / spin down) = 0.2846 / 0.2418 Ha
LUMO level (spin up / spin down) = 0.894 / 0.725 eV
largest force on an atom = 6.4 eV Å⁻¹
energy above the lowest of the compared OMol25 structures with the same formula, charge and spin = 6.595 eV
total charge = 0
HOMO level (spin up / spin down) = -6.85 / -5.86 eV

Atoms and positions in Å:
O 2.6087 0.9227 -0.1432
N -0.2790 2.4075 -0.0910
N -0.4695 1.1145 -0.4582
N -1.3729 0.4818 0.1392
C 1.9028 -1.4252 0.1294
C -1.9213 -0.7776 -0.3996
C 1.7565 0.0514 -0.0962
H 1.2547 -1.8557 0.9645
H -1.0409 -1.1305 -0.8687
H -0.7383 2.7013 0.9119
H 2.9677 -1.7948 0.2788
H -2.2701 -1.3904 0.4808
H -2.8172 -0.6736 -0.9016
H 0.7317 2.6634 -0.2088
H -1.7898 0.7504 1.0662
H 1.4771 -2.0455 -0.8036

Below is 2 unconnected molecules or ions with the total composition C17H19Br2N2, with properties calculated with ωB97M-V/def2-TZVPD.

HOMO-LUMO gap = 0.1734 Ha
LUMO level = -5.530 eV
largest force on an atom = 2.3 eV Å⁻¹
energy above the lowest of the compared OMol25 structures with the same formula, charge and spin = 1.123 eV
total charge = +1
HOMO level = -10.25 eV

Atoms and positions in Å:
Br -6.5855 0.3274 -1.7264
Br 4.7800 -6.0045 -1.0696
N 0.4360 3.1929 0.8568
N 0.1002 2.3306 -0.1299
C -2.2065 0.1066 -0.0028
C -0.4156 4.3715 0.9279
C 4.1783 -3.5911 0.3485
C -0.8517 0.0143 0.5031
C -3.3158 0.3210 0.8555
C -4.6140 0.3574 0.3515
C 3.3765 -2.5137 0.7086
C 1.2743 -1.2186 0.5464
C 2.4749 -4.3223 -1.2317
C 1.6745 -3.2397 -0.8717
C 0.0645 -0.8822 -0.0486
C 1.8617 3.4823 0.9219
C 2.0990 -2.3063 0.1177
C 3.7259 -4.5070 -0.6189
C -4.8332 0.2193 -1.0297
C -3.7496 0.0209 -1.9013
C -2.4546 -0.0505 -1.3907
H -0.1832 5.1049 0.1337
H 2.1298 -5.0313 -1.9779
H 0.6976 -3.1232 -1.3407
H -0.2005 -1.3656 -0.9945
H -1.4686 4.0827 0.8579
H 1.6033 -0.6587 1.4258
H -0.2230 4.8457 1.8975
H 2.0484 3.9634 1.8896
H 2.4391 2.5549 0.8485
H -5.4605 0.4990 1.0182
H -3.1386 0.4192 1.9292
H 3.7204 -1.8042 1.4632
H -0.8827 2.2532 -0.3487
H 5.1486 -3.7360 0.8156
H -0.6595 0.4162 1.4994
H -3.9206 -0.0755 -2.9688
H 2.1847 4.1777 0.1234
H 0.7580 1.5882 -0.3230
H -1.6125 -0.2189 -2.0650